{"formula": "C5H10N2O3", "method": "ωB97M-V/def2-TZVPD", "species": ["O", "O", "O", "N", "N", "C", "C", "C", "C", "C", "H", "H", "H", "H", "H", "H", "H", "H", "H", "H"], "coordinates": [[0.164, -1.690, 0.618], [-1.724, -1.935, -0.669], [-1.803, -2.070, 1.583], [1.255, 0.139, 1.775], [1.564, 0.065, -0.455], [-1.167, -1.880, 0.406], [0.186, 0.539, -0.635], [-0.286, 0.128, -2.013], [-0.339, 1.875, -0.191], [0.635, -0.342, 0.550], [-1.375, 0.179, -2.101], [-1.362, 2.013, -0.563], [0.134, 0.823, -2.752], [0.044, -0.878, -2.297], [2.128, 0.857, -0.161], [2.259, -0.037, 1.690], [-1.156, -2.015, 2.304], [0.977, -0.421, 2.574], [0.279, 2.695, -0.561], [-0.414, 1.954, 0.899]], "atomic_forces_ev_per_a": [[0.904, 0.101, -0.049], [0.973, 0.102, 2.149], [0.037, -0.004, -0.282], [-1.160, -0.662, 0.488], [0.026, 0.303, -1.435], [-1.099, -0.230, -1.208], [-0.175, -0.310, 0.631], [-0.791, -0.590, -0.067], [0.026, 0.716, 0.273], [1.293, 0.337, -0.866], [0.125, -0.091, -0.031], [0.289, -0.060, -0.127], [0.103, 0.068, 0.342], [-0.112, 0.286, 0.244], [0.237, -0.441, 0.475], [-0.382, 0.112, -0.071], [-0.168, -0.052, -0.307], [-0.352, 0.234, 0.125], [-0.079, 0.149, -0.054], [0.303, 0.033, -0.229]], "nbo_charge": [-0.558, -0.563, -0.669, -0.836, -0.611, 0.993, 0.075, -0.604, -0.638, 0.501, 0.216, 0.226, 0.211, 0.239, 0.359, 0.369, 0.492, 0.360, 0.209, 0.229], "smiles": "CC1(C)N[C@]1(N)OC(=O)O", "relative_energy_kcal_mol": 65.5, "homo_energy_ev": -9.61, "multiplicity": 1}